(1)
{
  "formula": "C39H42F2N4O4RbS",
  "method": "ωB97M-V/def2-TZVPD",
  "e_tot_ha": -2653.4356,
  "total_charge": -1,
  "species": ["Rb", "C", "C", "C", "C", "C", "C", "C", "N", "C", "C", "C", "C", "C", "C", "C", "N", "C", "C", "C", "C", "H", "H", "H", "H", "H", "H", "H", "H", "H", "H", "H", "H", "H", "H", "H", "H", "H", "H", "H", "H", "H", "H", "H", "H", "F", "C", "C", "C", "C", "C", "F", "C", "C", "C", "C", "C", "C", "N", "H", "H", "H", "H", "H", "H", "C", "C", "C", "C", "C", "C", "C", "S", "O", "O", "N", "C", "C", "C", "O", "O", "H", "H", "H", "H", "H", "H", "H", "H", "H", "H", "H", "H"],
  "coordinates": [[-0.21503, -2.43162, -0.85461], [0.71239, 5.80214, -2.00454], [1.30766, 4.86940, -0.94084], [0.81750, 5.27619, 0.45819], [2.83297, 4.99527, -0.95987], [0.86563, 3.44068, -1.22597], [1.73878, 2.43590, -1.60908], [1.25234, 1.14931, -1.78428], [-0.02092, 0.81601, -1.64907], [-0.88255, 1.77462, -1.30312], [-0.47242, 3.08309, -1.08148], [-2.29866, 1.35411, -1.13055], [-3.35706, 2.25716, -1.16873], [-4.66697, 1.82104, -0.99154], [-4.85025, 0.45858, -0.78658], [-3.74169, -0.37752, -0.77943], [-2.49874, 0.04822, -0.94373], [-5.82009, 2.81672, -1.00569], [-5.69399, 3.72916, 0.22401], [-5.76044, 3.66937, -2.28140], [-7.18524, 2.12528, -0.95963], [1.02870, 6.83243, -1.82406], [-0.37861, 5.77272, -1.99049], [1.05121, 5.50851, -3.00006], [1.21465, 6.25784, 0.72595], [1.15911, 4.54387, 1.19155], [-0.27040, 5.33366, 0.50610], [3.12142, 6.01331, -0.69192], [3.23593, 4.78469, -1.95257], [3.27417, 4.30646, -0.23749], [2.79750, 2.61294, -1.72427], [1.92989, 0.33993, -2.03994], [-1.19673, 3.81957, -0.76174], [-3.15602, 3.30439, -1.35105], [-5.83012, 0.02769, -0.64267], [-3.85650, -1.44812, -0.64145], [-4.75018, 4.27635, 0.21171], [-5.73589, 3.14047, 1.14184], [-6.51031, 4.45513, 0.24003], [-4.84512, 4.25979, -2.32832], [-6.60573, 4.36029, -2.30725], [-5.80646, 3.03390, -3.16740], [-7.31560, 1.55304, -0.04036], [-7.31940, 1.45734, -1.81215], [-7.97036, 2.88262, -0.99524], [-6.19074, -4.97325, -0.77442], [-4.84862, -5.20756, -0.87849], [-3.94886, -4.26458, -0.43315], [-2.55155, -4.43225, -0.51634], [-2.15751, -5.67468, -1.07277], [-3.09135, -6.60846, -1.50321], [-2.68008, -7.79514, -2.04534], [-4.45449, -6.40419, -1.44080], [-0.72006, -6.06031, -1.10486], [-0.30871, -7.21029, -0.42520], [1.03101, -7.54950, -0.41238], [1.93182, -6.73888, -1.08680], [1.43988, -5.62729, -1.74558], [0.15066, -5.28633, -1.76159], [-4.36509, -3.36812, 0.02408], [-5.16494, -7.13584, -1.79764], [-1.04088, -7.81516, 0.09145], [1.36694, -8.43045, 0.12152], [2.99217, -6.94991, -1.08580], [2.11388, -4.97108, -2.28484], [8.43139, -0.10901, 2.77100], [6.96621, 0.23221, 2.72657], [6.26199, 0.22298, 1.52660], [4.90127, 0.48603, 1.49531], [4.24133, 0.76210, 2.68045], [4.92376, 0.79127, 3.88623], [6.28354, 0.53041, 3.90458], [2.48209, 1.09299, 2.67502], [2.09878, 1.30534, 4.04644], [2.25211, 2.16155, 1.73927], [1.76344, -0.25787, 2.11854], [2.19151, -1.50244, 2.78301], [1.87602, -2.78166, 1.99780], [2.47302, -2.81535, 0.54914], [3.16225, -3.79343, 0.25161], [2.18594, -1.82816, -0.20512], [8.85067, -0.18980, 1.76911], [8.57731, -1.06616, 3.27574], [8.99326, 0.64482, 3.32425], [6.78450, -0.00758, 0.60599], [4.35107, 0.45874, 0.56143], [4.36910, 1.01612, 4.78728], [6.82571, 0.54561, 4.84328], [1.86326, -0.37907, 1.08490], [1.69533, -1.53392, 3.75548], [3.27064, -1.48472, 2.96973], [0.79046, -2.91919, 1.93595], [2.30225, -3.62051, 2.54176]],
  "mulliken_charge": [0.818, -1.707, 2.142, -1.574, -2.111, 0.705, -0.087, -0.706, -0.284, -0.561, -0.218, -0.729, 0.068, 0.469, -0.541, -0.510, -0.133, 2.134, -1.561, -1.679, -2.153, 0.455, 0.291, 0.379, 0.480, 0.232, 0.335, 0.459, 0.389, 0.334, 0.411, 0.391, 0.268, 0.401, 0.484, 0.161, 0.320, 0.382, 0.426, 0.318, 0.457, 0.378, 0.411, 0.446, 0.434, -0.348, 0.327, -1.028, -1.229, 1.165, 0.320, -0.347, -0.649, 0.395, -0.528, -0.504, -0.450, -0.151, -0.372, 0.502, 0.466, 0.397, 0.393, 0.380, 0.359, -1.468, 1.021, -0.912, -0.356, -0.149, -0.211, -0.630, 0.945, -0.797, -0.353, -0.037, -0.328, -0.639, 0.500, -0.743, -0.837, 0.345, 0.307, 0.362, 0.287, 0.375, 0.493, 0.369, 0.317, 0.304, 0.311, 0.273, 0.326]
}

***

(2)
{
  "formula": "CH8N6",
  "method": "ωB97M-V/def2-TZVPD",
  "e_tot_ha": -371.1365,
  "species": ["C", "H", "H", "H", "H", "H", "H", "H", "H", "N", "N", "N", "N", "N", "N"],
  "coordinates": [[-0.09580, -0.29942, -0.08472], [2.11341, 0.68663, -0.88185], [0.54506, 2.04676, -1.27742], [-0.23044, 1.83133, 0.73723], [-1.43626, -1.30212, -0.78731], [-3.21151, 0.53807, -0.07367], [-2.66941, -0.50051, 1.14635], [2.46801, -2.10266, 0.47536], [1.94900, -0.19525, 0.94112], [1.25231, 1.55143, -0.29946], [0.30626, 0.99695, 0.51982], [-1.38629, -0.46620, -0.47295], [-2.54370, -0.32408, 0.15665], [0.78608, -1.31003, -0.25999], [2.15327, -1.15090, 0.16083]],
  "nbo_charge": [0.481, 0.418, 0.276, 0.403, 0.362, 0.352, 0.350, 0.391, 0.376, -0.683, -0.541, -0.439, -0.673, -0.360, -0.712]
}

***

(3)
{
  "formula": "C13H12N4O7Sr",
  "method": "ωB97M-V/def2-TZVPD",
  "e_tot_ha": -1278.7027,
  "total_charge": -2,
  "species": ["C", "C", "C", "C", "C", "Sr", "N", "C", "C", "H", "H", "H", "H", "H", "H", "H", "H", "H", "H", "O", "N", "O", "C", "C", "C", "C", "O", "C", "C", "N", "O", "O", "N", "O", "O", "H", "H"],
  "coordinates": [[3.03476, 0.60890, -3.09394], [2.20308, 1.71181, -3.43872], [0.91134, 1.19852, -3.76129], [0.94804, -0.21471, -3.60175], [2.26152, -0.57642, -3.19493], [1.16308, 0.93204, -0.90963], [3.25274, 0.32530, 0.31562], [3.32417, 1.49617, 1.16745], [2.79266, 2.73026, 0.55435], [0.07284, 1.77175, -4.16881], [2.53231, 2.75063, -3.55529], [0.13721, -0.90790, -3.84491], [2.64052, -1.59748, -3.08839], [4.10807, 0.65616, -2.89065], [3.32792, 3.18487, -0.27292], [3.01502, 1.35232, 2.22770], [3.29812, -0.51169, 0.91738], [1.87144, 3.15366, 0.93647], [4.42675, 1.53406, 1.06545], [-5.93562, -2.06364, 2.35427], [-4.86349, -1.93165, 2.98713], [-4.74777, -2.16171, 4.21312], [-3.68185, -1.50794, 2.26445], [-3.79981, -0.77334, 1.06345], [-2.65439, -0.33647, 0.38348], [-1.34950, -0.67160, 0.91871], [-0.29118, -0.15673, 0.46095], [-1.26370, -1.52119, 2.07390], [-2.41732, -1.82878, 2.79430], [0.05410, -1.89298, 2.52727], [0.11253, -2.43536, 3.65918], [1.07537, -1.72505, 1.82271], [-2.75715, 0.51012, -0.77209], [-3.92067, 0.74484, -1.16695], [-1.75431, 1.01029, -1.37462], [-4.78401, -0.52060, 0.67447], [-2.34283, -2.33644, 3.75308]],
  "nbo_charge": [-0.369, -0.433, -0.404, -0.387, -0.390, 1.816, -0.934, -0.342, -0.726, 0.210, 0.199, 0.209, 0.203, 0.207, 0.184, 0.164, 0.331, 0.168, 0.243, -0.432, 0.514, -0.442, -0.037, -0.258, -0.086, 0.534, -0.805, -0.148, -0.183, 0.497, -0.497, -0.417, 0.433, -0.546, -0.577, 0.252, 0.250]
}